#i
14
Properties=species:S:1:pos:R:3:lowdin_charge:R:1 method="wB97M-V/def2-TZVPD" lumo_energy_ev=-4.342 smiles="C/C(N)=[NH+]/C1N=N1" homo_ev=-15.27 gap_ha=0.402 charge=+1
C -1.74 0.29 -0.81 0.0254
C -0.56 0.12 0.07 -0.3018
N -0.68 -0.68 1.16 0.2495
N 0.63 0.44 -0.44 0.1011
C 1.86 0.15 0.10 -0.3962
N 2.68 -0.98 -0.30 0.2054
N 2.18 -1.04 0.84 0.1365
H -1.44 0.00 -1.84 0.1239
H -1.86 1.42 -0.84 0.1338
H -2.63 -0.15 -0.37 0.1006
H -1.57 -0.89 1.57 0.1424
H 0.21 -0.84 1.57 0.0812
H 0.59 1.00 -1.31 0.1969
H 2.34 1.16 0.60 0.2013


#ii
14
Properties=species:S:1:pos:R:3:lowdin_charge:R:1 method="wB97M-V/def2-TZVPD" lumo_energy_ev=-3.590 homo_ev=-13.14 gap_ha=0.351 charge=+1
C 0.26 -0.71 0.57 -0.3927
C -1.47 2.79 -2.17 0.2336
C 0.66 -2.00 1.08 0.0177
N -1.09 1.84 -1.56 -0.0426
N -0.34 0.99 -0.96 -0.0175
N -0.22 -0.50 -0.66 0.1417
N 0.39 0.36 1.32 0.2050
H -1.54 3.53 -2.87 0.0700
H -0.25 -2.50 1.65 0.1662
H 1.11 -2.60 0.35 0.0748
H 1.43 -1.82 1.88 0.1201
H -0.09 -0.99 -1.53 0.1578
H 0.73 0.36 2.22 0.1083
H 0.42 1.24 0.69 0.1576


Ranked by calculated energy, most stable first: #i, #ii.